A molecular structure, C34H32IN6O3S2Sn, computed with the ωB97M-V functional and the def2-TZVPD basis.

The net charge is +1. Its LUMO energy is -2.687 eV. The energy above the lowest of the compared OMol25 structures with the same formula, charge and spin comes out at 82.54 kcal per mole. The value obtained for the HOMO-LUMO gap is 7.356 eV. As for the HOMO energy: -0.369 Ha.

The geometry in XYZ format:
```
79
C34H32IN6O3S2Sn, DFT the ωB97M-V functional and the def2-TZVPD basis
H -6.047 -0.799 1.110
H -2.468 2.750 -1.181
C -2.888 -3.284 -1.509
N 2.068 -1.498 -2.175
C -3.357 -1.510 0.061
C 2.268 2.104 -1.908
C 3.881 -3.981 -1.562
H 4.014 1.168 -3.690
H -1.300 -3.937 -2.811
H 6.793 -1.562 -5.344
H -1.935 6.462 1.906
C 2.342 3.773 -0.147
C 4.666 -3.285 -2.624
C 3.180 0.476 -3.613
H -1.593 -5.001 -1.431
C -1.504 2.275 4.904
N 1.756 -0.237 -1.776
C 5.322 -2.092 -2.350
C 2.170 2.432 -0.526
H 3.926 -3.456 -0.609
N -4.162 -3.311 -1.856
N -2.011 -0.135 1.541
C -1.964 3.250 -0.378
O -1.109 -2.135 -0.250
C 2.453 4.470 -2.433
H -0.745 5.598 2.902
C 2.359 0.744 -2.393
H 5.241 -1.649 -1.367
C 2.397 3.156 -2.830
H 5.606 -3.664 -5.851
C -2.070 -4.353 -2.165
H 6.605 -0.558 -3.099
C -0.522 1.360 4.550
C -1.884 0.630 2.688
C 6.193 -2.040 -4.586
N -1.032 2.614 0.381
H 2.557 0.581 -4.502
H 2.416 2.927 -3.884
O 1.932 1.552 0.412
H -1.357 2.907 5.765
H -3.930 -0.703 1.962
C -0.619 3.495 1.263
H 2.339 3.990 0.911
H 2.514 5.256 -3.169
S 2.098 -4.159 -2.016
H 4.252 -4.766 -4.108
C -2.106 4.529 0.068
H -6.026 -2.497 -1.776
C -2.405 -2.327 -0.590
C -3.099 -0.722 1.252
H -4.934 1.160 -0.569
S 0.240 -3.170 -0.687
H 3.548 -0.547 -3.590
I 0.823 -0.780 2.789
H 0.381 1.269 5.133
H -2.750 -4.949 -2.768
C -5.024 -2.438 -1.376
C -2.862 1.552 3.062
H 4.209 -5.013 -1.437
N -1.246 4.669 1.116
O -5.081 0.770 0.300
H -2.734 5.327 -0.272
C -0.709 0.573 3.433
H -0.222 6.455 1.441
C 2.461 4.776 -1.075
C -4.688 -1.523 -0.397
H -3.749 1.634 2.450
C 1.501 -2.532 -1.760
H -6.531 -0.444 -0.556
C 4.770 -3.842 -3.895
C -5.672 -0.506 0.124
H 0.130 3.297 2.002
H -3.421 3.095 4.423
C 5.527 -3.222 -4.870
Sn 0.138 0.334 0.036
C -2.662 2.378 4.151
C 6.089 -1.478 -3.326
C -1.025 5.863 1.884
H 2.550 5.803 -0.753
```


A molecular structure, C34H32N2O, computed with the ωB97M-V functional and the def2-TZVPD basis.

The net charge is 0. Its LUMO energy is -0.086 eV. The energy above the lowest of the compared OMol25 structures with the same formula, charge and spin comes out at 0.00 kcal per mole. The value obtained for the HOMO-LUMO gap is 7.130 eV. As for the HOMO energy: -0.265 Ha.

The geometry in XYZ format:
```
69
C34H32N2O, DFT the ωB97M-V functional and the def2-TZVPD basis
C -0.244 -6.211 6.085
H 3.450 0.521 -2.240
C 8.746 -1.826 5.072
H -1.441 -6.076 4.325
C 0.844 -5.620 6.774
C 3.019 -0.012 -0.231
H 2.596 1.800 -1.311
H 0.028 -4.461 3.188
C 9.901 -2.320 4.484
H 4.722 -2.939 3.036
H -1.286 -6.207 8.439
H 10.192 -1.949 3.504
H 2.667 -4.501 6.598
H -0.982 -9.650 8.024
N 7.014 -2.004 6.816
C 2.610 -0.641 2.073
H 2.501 -0.349 3.132
C 6.906 -1.834 8.272
H 2.936 1.447 1.386
C -0.973 -10.012 4.138
C 1.376 -4.200 4.853
C -0.839 -11.015 6.365
H -1.019 -10.107 3.065
H -0.732 -11.889 7.021
C -0.987 -8.583 6.112
C 3.412 -2.256 6.102
H 6.284 -0.970 8.463
C -0.961 -9.743 6.940
C 5.813 -2.324 4.716
H 2.886 -1.557 -1.715
C 2.652 -2.350 0.273
H 2.511 -3.374 0.009
C 0.251 -4.750 4.203
C 8.277 -2.365 6.293
H 6.479 -2.710 8.760
C 10.666 -3.285 5.155
C 4.590 -1.888 6.731
O 2.780 -3.039 2.463
C -0.550 -5.693 4.830
H 8.172 -1.031 4.598
C 5.855 -2.011 6.084
N -0.877 -7.313 6.694
H -1.071 -7.885 4.063
C 9.104 -3.248 7.015
C -0.858 -11.143 4.968
C 4.624 -2.665 4.085
C -1.017 -8.748 4.712
C 3.368 1.023 -1.273
H 4.534 -1.600 7.774
C 2.838 -1.328 -0.635
C 2.850 0.360 1.125
C 2.656 -2.012 1.652
C -1.060 -7.239 8.159
H 6.712 -2.334 4.126
H 7.906 -1.640 8.663
C 3.386 -2.684 4.773
H 8.823 -3.574 8.015
H -0.787 -12.148 4.520
C 2.089 -3.069 4.197
H 10.890 -4.468 6.956
C 1.717 -4.742 6.120
H -1.900 -7.874 8.435
C 10.277 -3.738 6.429
H 1.375 -2.322 3.750
H 4.310 1.526 -1.030
H -0.168 -7.576 8.696
H 11.582 -3.675 4.680
H 1.053 -5.912 7.817
H 2.485 -2.219 6.687
```


A molecular structure, C34H32N4OReS, computed with the ωB97M-V functional and the def2-TZVPD basis.

The net charge is +2. The expectation value of S² is 3.78. Its LUMO energy (spin up / spin down) is -6.290 / -6.732 eV. The energy above the lowest of the compared OMol25 structures with the same formula, charge and spin comes out at 28.83 kcal per mole. The value obtained for the HOMO-LUMO gap (spin up / spin down) is 6.546 / 6.509 eV. As for the spin multiplicity: 4. As for the HOMO energy (spin up / spin down): -0.472 / -0.487 Ha.

The geometry in XYZ format:
```
73
C34H32N4OReS, DFT the ωB97M-V functional and the def2-TZVPD basis
C 1.445 -2.752 -0.819
H 0.034 -4.158 -4.080
C 2.306 1.572 0.668
H 3.044 -2.477 2.145
H -3.389 -1.215 2.551
C -3.908 3.235 -0.761
H -0.207 3.138 -0.786
H 1.058 5.124 -0.028
H -2.552 2.240 -5.058
H -1.330 4.905 -3.126
C -0.835 -0.541 2.346
O -0.595 0.892 -2.474
C 0.225 -2.465 -2.783
C 0.637 0.966 3.461
H 2.517 -5.941 -0.321
C -1.342 1.821 2.428
H -0.352 -1.801 -3.413
H -1.357 -0.773 3.287
H 5.580 0.862 2.541
H -2.004 1.748 1.564
C 2.604 3.949 0.879
H 0.149 0.859 4.441
C -2.131 3.062 -2.341
C -1.787 -0.795 1.204
H -2.864 0.842 -3.976
C -2.058 4.445 -2.468
N -0.300 0.809 2.357
C 2.830 -4.293 0.996
C 0.738 3.022 -0.279
C 3.887 0.003 1.528
H -2.912 6.302 -1.830
C -2.333 -1.100 -1.133
C 1.442 4.135 0.179
H -1.518 0.787 -5.177
H 1.096 1.955 3.423
H 0.011 -1.229 2.273
C -4.010 -1.507 0.525
C -3.860 4.621 -0.886
H -0.883 2.812 2.432
N 0.689 -1.957 -1.648
H -5.015 -1.800 0.799
H 1.423 0.213 3.393
H -4.543 5.235 -0.314
C -2.943 5.225 -1.737
H 3.175 4.798 1.235
H 4.854 3.196 2.241
H 1.254 -5.669 -2.527
C 2.700 0.229 0.883
C -3.043 2.439 -1.495
C 2.667 -2.904 1.227
C 4.659 1.082 2.020
C -2.103 1.414 -4.506
C -3.093 -1.169 1.510
C 3.068 2.646 1.149
H -4.624 2.772 -0.095
C -3.622 -1.491 -0.806
C 0.434 -3.796 -3.144
N 1.811 -0.726 0.341
C -1.412 -0.725 -0.147
C 4.265 2.375 1.854
H -2.054 -1.090 -2.178
H -4.314 -1.783 -1.585
S -0.996 2.124 -3.311
C 2.021 -2.123 0.308
Re 0.415 -0.018 -0.855
C 1.111 -4.623 -2.285
H -3.068 1.360 -1.397
C 1.638 -4.114 -1.080
H -1.955 1.734 3.338
H 3.356 -4.882 1.735
H 4.261 -1.001 1.658
N 1.150 1.779 -0.059
C 2.357 -4.887 -0.136
```


A molecular structure, C34H32N5ReS, computed with the ωB97M-V functional and the def2-TZVPD basis.

The net charge is +2. Its LUMO energy is -7.133 eV. The energy above the lowest of the compared OMol25 structures with the same formula, charge and spin comes out at 1.81 kcal per mole. The value obtained for the HOMO-LUMO gap is 6.995 eV. As for the HOMO energy: -0.519 Ha.

The geometry in XYZ format:
```
73
C34H32N5ReS, DFT the ωB97M-V functional and the def2-TZVPD basis
C 0.714 1.818 5.536
C 5.922 -3.981 0.365
C -0.875 2.429 -1.122
H -0.014 2.626 5.416
H 2.532 2.662 -1.409
H -4.125 -2.176 -0.816
C 0.568 0.770 4.467
H 3.482 4.823 1.793
C 0.753 0.094 2.102
C -2.163 -1.339 -0.646
C 1.631 6.449 -1.952
C 0.214 -1.149 2.487
C 0.827 1.063 3.114
C 2.446 -2.662 1.012
H 6.170 -4.212 -0.672
H -2.352 -0.833 0.292
C 3.726 -1.173 -0.153
H 6.765 -3.422 0.773
S 3.581 0.389 -0.931
N 0.779 4.354 1.577
C 3.510 -3.535 0.997
H 1.964 2.394 -3.827
H 3.419 -4.509 1.455
H 4.495 4.874 0.357
H -0.067 -0.742 5.824
N 2.550 -1.454 0.444
H 1.513 -2.923 1.486
C -1.616 -2.634 -3.066
C -0.894 -1.244 -1.243
H -0.495 -2.419 4.055
H -0.479 6.846 -2.049
C 1.520 2.450 -1.720
C -1.925 2.404 -0.060
C 0.139 -0.503 4.789
H -1.422 -3.140 -4.001
H 0.697 4.871 2.442
H -2.195 2.393 -2.780
H -0.003 -1.886 1.725
C 0.902 3.023 1.657
H -0.967 5.610 0.047
C -3.145 -2.088 -1.264
C -1.160 2.404 -2.461
C 2.661 5.862 -1.231
N 4.787 -1.926 -0.193
C -0.622 -1.893 -2.458
H 1.717 2.253 5.553
C 0.046 5.683 -0.328
C -0.084 -1.452 3.797
H 5.788 -4.905 0.919
H -1.743 1.591 0.648
C 0.120 -0.492 -0.606
C 2.413 5.173 -0.048
H 3.514 3.453 0.686
C -0.140 2.372 -3.435
H 0.360 -1.802 -2.904
H 3.681 5.954 -1.582
N 0.883 2.253 0.584
H 0.544 1.384 6.517
C 4.704 -3.128 0.397
C 1.184 2.389 -3.080
C 1.084 5.088 0.371
H 1.856 6.987 -2.863
H -0.416 2.348 -4.481
C 3.531 4.547 0.739
Re 1.430 0.381 0.128
H -2.914 2.275 -0.495
C -2.869 -2.729 -2.468
H -1.927 3.335 0.513
H 1.226 3.028 3.641
N 1.103 2.428 2.839
C 0.502 2.448 -0.754
C 0.321 6.370 -1.500
H -3.643 -3.314 -2.947
```


A molecular structure, C34H32NO4P2S2Sc, computed with the ωB97M-V functional and the def2-TZVPD basis.

The net charge is 0. Its LUMO energy is 0.015 eV. The energy above the lowest of the compared OMol25 structures with the same formula, charge and spin comes out at 0.66 kcal per mole. The value obtained for the HOMO-LUMO gap is 8.374 eV. As for the HOMO energy: -0.307 Ha.

The geometry in XYZ format:
```
76
C34H32NO4P2S2Sc, DFT the ωB97M-V functional and the def2-TZVPD basis
H -6.839 0.118 0.302
C -6.482 0.857 2.284
C -3.857 0.005 1.926
H 5.015 -3.103 -1.127
Sc 0.791 -0.913 1.061
H 0.638 -6.345 -2.371
C -5.551 1.031 3.307
H 0.008 4.790 -3.699
H -3.973 3.104 0.420
H 5.408 4.158 2.655
C -0.985 -4.941 -2.152
C -1.671 4.019 2.726
C -1.889 2.627 0.337
C 0.508 3.916 -3.302
H -0.908 -6.887 -3.045
H -1.075 -3.116 -3.314
C 3.665 4.546 1.469
C -0.542 3.444 2.155
C -7.834 1.310 2.464
C 4.260 2.379 2.338
H -0.385 4.118 -1.365
P 0.779 -3.496 -0.627
C 2.726 0.407 1.792
C -6.107 0.251 1.087
C 3.928 -3.006 -1.116
H 0.408 -4.053 -3.552
C -0.440 -6.353 -2.216
O 1.875 -4.379 -1.349
H 4.931 1.741 2.897
C 0.920 2.411 -1.469
C -2.900 3.911 2.097
C 2.004 2.058 -3.593
C -0.668 -4.122 -3.386
C 1.366 3.180 -4.105
H 2.673 1.479 -4.217
O 3.050 -0.355 0.856
C 4.524 3.734 2.197
S 0.975 -3.439 1.359
H 3.627 -2.375 -1.951
H 3.644 -2.508 -0.189
O 1.822 0.055 2.628
H 2.275 0.794 -1.884
H -1.585 4.550 3.665
H -0.660 -6.890 -1.293
H -3.514 0.749 3.906
H 3.451 -4.851 0.884
C -2.494 -0.372 1.726
H -5.852 1.500 4.234
C 3.717 -5.300 -0.072
H 3.885 5.599 1.357
H 3.216 -6.263 -0.159
H -1.112 -4.618 -4.251
C -1.308 -0.594 1.560
C 0.287 3.538 -1.985
C -3.009 3.212 0.901
H -1.987 2.052 -0.577
C -4.249 0.606 3.126
O -0.536 -4.309 -0.918
H 1.537 3.480 -5.130
H 1.866 4.643 0.304
H -4.500 -0.640 -0.014
P 0.774 1.858 0.256
C -0.643 2.756 0.950
C 2.530 4.009 0.880
H 3.634 -4.845 -2.166
H -3.780 4.359 2.542
H 0.413 3.527 2.657
C -4.804 -0.173 0.912
C 1.780 1.673 -2.282
S 0.718 -1.653 -1.402
N -8.915 1.673 2.610
H 4.795 -5.468 -0.089
H -2.066 -4.975 -2.012
C 2.242 2.657 1.023
C 3.122 1.850 1.752
C 3.332 -4.391 -1.220
```


A molecular structure, C34H33GeMnN5O2, computed with the ωB97M-V functional and the def2-TZVPD basis.

The net charge is 0. The expectation value of S² is 3.84. Its LUMO energy (spin up / spin down) is 0.192 / 0.171 eV. The value obtained for the HOMO-LUMO gap (spin up / spin down) is 5.816 / 6.730 eV. As for the spin multiplicity: 4. As for the HOMO energy (spin up / spin down): -0.207 / -0.241 Ha.

The geometry in XYZ format:
```
76
C34H33GeMnN5O2, DFT the ωB97M-V functional and the def2-TZVPD basis
H 1.245 5.481 2.831
C 0.677 -6.224 2.028
C 1.975 1.430 -1.145
C -0.014 -2.448 3.636
H -1.679 1.181 3.356
C 4.245 0.620 -1.318
C 3.668 2.763 -2.235
H 1.109 -4.547 4.950
H -1.000 4.610 3.445
H 4.978 -0.151 -1.116
H 2.428 1.539 1.663
H 0.099 4.196 -0.391
H 0.801 -7.195 1.573
H -4.605 2.676 -0.254
C -1.958 4.784 -0.251
C -2.319 -3.332 -0.573
C 0.497 -0.484 -3.314
N -2.320 -2.514 0.651
H 1.472 -6.794 3.968
C 1.019 4.430 2.701
H -1.270 -3.302 -2.464
H -1.624 -1.710 -1.780
H -1.726 5.837 -0.152
C 0.852 -4.759 3.920
H -2.038 1.715 -2.964
C 2.932 0.447 -0.903
N -0.005 -3.937 1.790
C -1.515 0.710 -4.779
H -3.301 -3.382 -1.049
C -3.280 4.366 -0.222
C -3.576 3.012 -0.303
C 2.356 2.586 -1.820
C -0.358 0.412 -2.669
O 1.002 -0.558 1.354
H -2.294 1.199 -5.351
H -0.767 -0.406 -6.453
H -4.079 5.091 -0.131
H 0.364 -2.126 4.600
N -0.597 -0.240 3.189
C 0.409 1.747 2.321
C 1.679 2.226 2.032
C -1.217 2.506 -0.513
H 1.619 3.354 -2.030
C 0.347 -0.793 -4.658
H 2.659 -0.453 -0.362
C -0.932 3.860 -0.394
H 1.335 -0.915 -2.773
C 0.015 0.328 2.093
H -0.089 -5.338 0.262
Ge 0.069 1.052 -0.815
H 0.575 -1.966 -1.400
H 0.494 -3.527 -0.948
C -0.546 2.611 2.879
C 0.282 -3.719 3.133
C -1.307 -2.727 -1.537
H -2.811 -2.975 1.406
Mn -0.280 -2.096 1.167
C -1.367 1.003 -3.429
C 0.178 -5.179 1.304
C 1.048 -5.991 3.380
H 2.982 3.929 1.977
C -0.244 -0.216 0.701
O -1.757 2.166 3.263
C -0.238 3.956 3.040
N -0.726 -1.582 2.898
H 1.031 -1.485 -5.133
C -2.548 2.094 -0.442
N 0.014 -2.635 -0.882
H -2.797 -1.635 0.480
H -2.027 -4.346 -0.299
C -0.661 -0.190 -5.397
H 5.637 1.914 -2.314
C 1.990 3.566 2.213
H 3.952 3.666 -2.762
H -2.776 1.031 -0.496
C 4.614 1.779 -1.986
```


| no. | E (eV) |
| --- | --- |
| 1 | -86455.4852 |
| 2 | -40801.6943 |
| 3 | -56737.2465 |
| 4 | -56180.1985 |
| 5 | -106411.6588 |
| 6 | -135171.2637 |